(1)
Density functional theory data (ωB97M-V/def2-TZVPD) for C20H54AsF6HgN2O2Sb2Si3 as an isolated structure.

Summary:
ΔE to the lowest compared entry with this formula, charge and spin = 30.97 kcal/mol
HOMO energy = -11.246 eV
Charge = +1
Total energy = -146718.650 eV

Positions of all 91 atoms, in Å:
F (0.62408, -2.67959, 0.68187)
H (0.54465, -0.62064, 2.71433)
Si (-3.18475, -1.22101, -2.95718)
H (1.01588, 5.41878, 0.89320)
H (-4.42230, 1.73181, -0.52742)
H (-1.54185, -5.29781, -1.42203)
H (3.92849, -3.01357, -0.42356)
H (2.73964, 3.54646, -1.67717)
C (-5.77181, -0.67614, 1.12319)
H (-2.40868, -3.80555, 2.71102)
H (-1.14887, -2.33367, -3.84637)
H (-5.01980, -5.01761, 0.84374)
H (0.64914, 5.56867, 2.62540)
H (4.77981, 0.37656, 2.54768)
H (-0.63690, 4.78258, -0.40936)
H (-3.00399, 2.07642, 0.50925)
H (-3.23571, 1.24371, -2.71491)
C (1.54550, -0.81972, 3.10309)
Sb (-2.55806, -1.55332, -0.50209)
H (4.26495, -1.29122, 2.81447)
C (4.37551, 2.50188, 0.32445)
Sb (2.49667, 0.01709, 0.30947)
C (4.61011, -2.30144, 0.03400)
F (2.65274, -4.03240, 0.61588)
H (-2.77096, -6.24658, -0.57327)
H (1.71770, 2.11108, -1.86766)
F (2.02643, -4.88293, -1.62545)
F (2.14142, -2.44362, -1.20044)
C (4.41439, -0.77559, -1.94082)
N (-0.55660, 3.77943, -0.41705)
H (5.62558, -2.55678, -0.28033)
F (0.43124, -5.09474, 0.26857)
H (4.57929, 2.30105, 1.37732)
H (-3.21090, -1.32236, 3.07250)
H (-2.08060, -0.02193, 2.65754)
C (-2.55329, -5.27569, -1.03109)
H (3.61756, -1.35041, -2.41516)
H (-5.26952, -3.64471, -0.22879)
Hg (-0.15104, -0.35964, -0.36972)
C (-1.86420, -4.22147, 1.86112)
H (-0.88595, -3.74948, 1.78891)
C (-2.72215, 0.54330, -3.37592)
H (4.51554, 3.57501, 0.16710)
As (1.33229, -3.83202, -0.47093)
C (2.60582, 0.06561, 2.45791)
H (3.43393, 2.02874, -2.21298)
C (-4.69494, -3.99406, 0.63155)
C (-3.13638, -0.29214, 2.71801)
H (-3.60229, 0.35468, 3.46672)
Si (-3.99421, -0.09808, 1.07351)
H (-0.64771, 5.81755, 1.44856)
H (1.52529, -0.64221, 4.18080)
H (4.37955, 0.24766, -2.31248)
C (-4.00594, 1.66563, 0.48045)
H (5.36401, -1.20674, -2.26687)
H (-1.64616, 0.70890, -3.29206)
H (5.04479, -0.19991, 0.04817)
Si (-2.85402, -4.02198, 0.30110)
H (2.25756, 2.60504, 0.56518)
H (4.55514, -2.43339, 1.11219)
N (-0.86603, 3.09010, -1.59398)
F (-0.01223, -3.48602, -1.53518)
H (1.75755, -1.87707, 2.93642)
H (-2.47257, -3.48069, -3.68224)
C (-2.22635, -2.45525, -3.96061)
H (-3.25971, -5.13649, -1.85219)
C (4.32649, -0.87611, -0.42344)
H (-5.31936, -2.46802, -2.76370)
C (2.69383, 2.46090, -1.53940)
H (-4.64385, 2.25292, 1.14652)
C (4.00116, -0.24890, 2.98580)
C (-5.03179, -1.46520, -3.08681)
C (2.96677, 2.09110, -0.08956)
H (-5.36726, -1.34445, -4.11973)
H (-6.16339, -0.86828, 0.12255)
H (-1.70058, -5.28620, 2.04336)
C (-0.38561, 3.10944, 0.75842)
H (-2.48722, -2.31464, -5.01362)
C (0.26147, 5.25242, 1.66322)
H (-5.57186, -0.74184, -2.47226)
O (-0.52134, 1.90991, 0.92753)
H (-4.95771, -3.38346, 1.49346)
H (5.13774, 1.99516, -0.27043)
H (4.02048, -0.08678, 4.06649)
H (-5.91060, -1.57447, 1.72143)
H (-1.83718, 3.23377, -1.84105)
O (-0.02658, 3.85653, 1.80626)
H (-3.01946, 0.76529, -4.40421)
H (-0.27992, 3.44243, -2.33938)
H (2.36838, 1.11573, 2.65723)
H (-6.38384, 0.11090, 1.57223)

Atom charges from the Mulliken analysis, given in e for atoms 1 to 2: number 1, F, carries -0.5170; number 2, H, carries -0.0139

(2)
Density functional theory data (ωB97M-V/def2-TZVPD) for C20H54AsF6O7 as an isolated structure.

Summary:
HOMO energy = -8.302 eV
Charge = -1
Total energy = -113096.019 eV

Positions of all 88 atoms, in Å:
C (-7.39511, 2.29243, -1.05813)
H (-1.29633, -3.34254, -8.24659)
As (-0.33014, 0.53748, -0.46546)
H (-0.90332, -7.47614, 0.56809)
H (-2.21517, -7.11086, 8.42824)
C (-2.24147, -3.96290, 6.99395)
H (-0.18444, -1.14177, -5.75048)
C (7.17325, 4.34895, -0.37283)
H (2.00737, -0.80107, 5.58697)
H (-1.13397, -5.80730, 6.81076)
H (-1.63765, -0.35709, -7.51993)
H (-0.66242, -2.00005, -9.26044)
C (0.81911, -7.11339, 1.80881)
H (-6.22105, 0.69023, -0.10091)
H (-2.14665, -1.81141, -6.56504)
C (-2.14527, -5.50791, 7.08600)
C (1.76048, 1.25464, 5.96327)
H (6.96347, 5.35932, -0.72390)
O (-1.06581, -5.72564, 1.54922)
C (-1.41876, -1.39278, -7.26004)
H (-0.56574, -5.55944, -1.03425)
H (0.05070, 4.14036, -6.49780)
H (0.47409, 4.33841, -8.25298)
C (0.26522, -5.95993, -0.45356)
C (-1.41398, -2.29627, -8.52865)
H (8.64818, 3.13972, -0.36072)
H (0.69301, 1.22661, 5.74455)
H (-5.75383, 2.87825, -0.45863)
H (3.57033, 6.29543, -7.61233)
C (-0.25629, -6.63912, 0.83048)
H (0.35007, -7.42134, 2.74330)
C (1.94662, 5.05726, -6.91381)
H (6.51011, 4.95008, 1.67977)
O (8.43719, 3.93089, -0.86185)
O (-2.99179, -6.09121, 6.16873)
H (2.46537, 2.82708, 4.55233)
H (-0.08836, 5.72170, -7.19143)
H (-1.96065, -3.64484, 5.98991)
F (-1.84106, 1.39116, -0.83484)
H (1.53575, -6.33374, 2.06700)
H (-9.30787, 2.95135, -0.30734)
H (-7.11176, 2.15187, -2.10123)
H (2.48690, 4.14094, -7.15161)
H (7.32959, 3.45263, 1.62121)
H (-2.59979, -5.87701, 5.31899)
C (-8.79132, 2.80218, -1.25550)
H (-0.87111, -4.81253, 1.32580)
C (6.10932, 3.29902, -0.70518)
F (-0.69193, -0.78119, -1.65063)
H (3.55028, 0.14130, 5.48575)
F (-0.01902, 1.87506, 0.69909)
F (1.26505, -0.21213, -0.20206)
H (2.37382, 0.11719, 4.18448)
C (7.33580, 4.44754, 1.17601)
C (-7.26172, 0.93512, -0.31334)
H (1.42697, -7.94007, 1.44112)
H (-2.34290, -2.17348, -9.08554)
C (2.31223, 2.65582, 5.61784)
C (-2.48996, -6.05625, 8.40834)
H (2.76670, 0.84010, 7.61952)
F (-1.14742, -0.51473, 0.73297)
O (1.88802, 1.10755, 7.34023)
H (-9.42770, 2.14582, -1.84906)
H (3.29770, 2.86076, 6.03612)
C (2.48213, 0.12717, 5.26904)
O (-6.64378, 3.22835, -0.37490)
H (6.29668, 2.32443, -0.25444)
H (2.30862, 5.99721, -8.84432)
H (-7.60628, 1.16044, 0.69592)
H (-3.23928, -3.61070, 7.25558)
H (-8.69640, 3.80045, -1.68275)
H (1.98288, 7.11917, -7.55844)
H (1.72084, 3.47274, 6.03136)
H (-1.94051, -5.58168, 9.22135)
H (0.86649, -6.64669, -1.04934)
H (5.14189, 3.71560, -0.42476)
H (-7.83537, 0.10701, -0.72958)
O (2.02236, 5.36924, -5.52139)
H (-1.59310, -3.47887, 7.72430)
C (2.50004, 6.18761, -7.78829)
H (-3.56623, -6.09151, 8.57719)
H (6.08332, 3.10671, -1.77777)
F (0.42802, 1.54557, -1.78175)
H (1.82327, 4.62797, -4.94478)
O (-0.10936, -1.44752, -6.65738)
H (0.89665, -5.12525, -0.14908)
H (8.32065, 4.86107, 1.39320)
C (0.47561, 4.79158, -7.26165)

Atom charges from the Mulliken analysis, given in e for atoms 1 to 2: number 1, C, carries 0.5385; number 2, H, carries 0.2805

Number 1: largest force on an atom 0.848 eV Å⁻¹. Number 2: largest force on an atom 2.550 eV Å⁻¹.